1) {
  "formula": "C21H20N2O6S",
  "method": "the ωB97M-V functional and the def2-TZVPD basis",
  "elements": ["C", "H", "H", "H", "O", "C", "O", "C", "C", "C", "C", "C", "C", "H", "H", "N", "C", "O", "C", "C", "C", "O", "H", "H", "H", "S", "C", "C", "O", "N", "C", "C", "C", "C", "C", "C", "H", "H", "O", "C", "H", "H", "H", "H", "H", "H", "H", "H", "H", "H"],
  "positions_angstrom": [[-5.244, -1.209, -1.118], [-5.792, -1.708, -0.317], [-5.533, -1.606, -2.089], [-5.441, -0.136, -1.073], [-3.851, -1.441, -0.985], [-3.353, -1.372, 0.253], [-4.031, -1.193, 1.238], [-1.878, -1.514, 0.283], [-1.238, -1.470, 1.519], [0.139, -1.497, 1.593], [0.881, -1.553, 0.419], [0.254, -1.637, -0.818], [-1.124, -1.621, -0.882], [-1.622, -1.666, -1.837], [0.846, -1.677, -1.718], [2.295, -1.462, 0.478], [2.939, -0.547, 1.283], [2.417, 0.191, 2.076], [4.423, -0.617, 0.973], [4.568, -1.699, -0.079], [3.156, -2.201, -0.328], [2.827, -3.095, -1.051], [4.977, -1.336, -1.022], [5.197, -2.528, 0.247], [4.975, -0.826, 1.892], [5.025, 1.060, 0.536], [4.319, 1.350, -1.118], [2.824, 1.086, -1.251], [2.413, 0.315, -2.093], [2.059, 1.792, -0.392], [0.652, 1.759, -0.314], [0.042, 1.957, 0.917], [-1.336, 1.947, 1.032], [-2.128, 1.754, -0.095], [-1.508, 1.561, -1.331], [-0.136, 1.561, -1.443], [0.328, 1.403, -2.402], [-2.131, 1.411, -2.199], [-3.487, 1.740, -0.103], [-4.174, 1.956, 1.110], [-4.012, 1.131, 1.809], [-5.230, 1.996, 0.846], [-3.882, 2.903, 1.572], [-1.778, 2.085, 2.005], [0.651, 2.097, 1.798], [2.525, 2.255, 0.379], [4.529, 2.404, -1.311], [4.851, 0.746, -1.855], [0.635, -1.449, 2.549], [-1.838, -1.403, 2.413]],
  "smiles": "COC(=O)c1ccc(N2C(=O)C[C@@H](SCC(=O)Nc3ccc(OC)cc3)C2=O)cc1",
  "total_charge": 0,
  "homo_lumo_gap_ev": 8.21
}

***

2) {
  "formula": "C21H20N2O6S",
  "method": "the ωB97M-V functional and the def2-TZVPD basis",
  "elements": ["O", "C", "N", "H", "C", "C", "C", "C", "C", "O", "H", "H", "H", "H", "H", "C", "N", "C", "C", "C", "C", "C", "C", "H", "H", "O", "C", "C", "H", "O", "H", "H", "H", "H", "S", "O", "O", "C", "C", "C", "C", "C", "C", "H", "H", "H", "H", "H", "H", "H"],
  "positions_angstrom": [[-0.793, -2.598, 1.602], [-0.890, -2.442, 0.402], [-2.055, -2.424, -0.268], [-2.039, -2.106, -1.232], [-3.335, -2.444, 0.407], [-4.100, -1.177, 0.189], [-4.283, -0.415, -0.928], [-5.120, 0.659, -0.538], [-5.384, 0.467, 0.781], [-4.766, -0.639, 1.231], [-5.974, 1.019, 1.485], [-5.476, 1.454, -1.159], [-3.863, -0.585, -1.898], [-3.916, -3.300, 0.039], [-3.147, -2.581, 1.476], [0.340, -2.262, -0.501], [0.641, -0.850, -0.643], [1.897, -0.324, -0.305], [3.064, -1.065, -0.437], [4.292, -0.515, -0.096], [4.363, 0.795, 0.383], [3.197, 1.544, 0.473], [1.977, 0.995, 0.137], [1.081, 1.589, 0.215], [3.269, 2.560, 0.824], [5.548, 1.369, 0.770], [6.587, 0.431, 0.943], [6.611, -0.550, -0.229], [6.734, 0.010, -1.165], [5.410, -1.290, -0.266], [7.418, -1.276, -0.124], [6.437, -0.127, 1.877], [7.514, 1.002, 1.001], [3.060, -2.072, -0.820], [-0.330, 0.088, -1.627], [0.479, 0.958, -2.425], [-1.219, -0.807, -2.329], [-1.324, 1.099, -0.526], [-1.929, 2.209, -1.085], [-2.723, 3.022, -0.292], [-2.904, 2.713, 1.046], [-2.291, 1.599, 1.596], [-1.493, 0.785, 0.808], [-0.999, -0.073, 1.235], [-2.430, 1.360, 2.639], [-3.524, 3.345, 1.664], [-3.197, 3.893, -0.718], [-1.759, 2.422, -2.128], [0.162, -2.714, -1.481], [1.181, -2.750, -0.008]],
  "smiles": "O=C(CN(c1ccc2c(c1)OCCO2)S(=O)(=O)c1ccccc1)NCc1ccco1",
  "total_charge": 0,
  "homo_lumo_gap_ev": 8.80
}

***

What are the relative energies? In kcal/mol: 1) 0.0; 2) 72.5.

***

1) {
  "formula": "C5H10",
  "method": "the ωB97M-V functional and the def2-TZVPD basis",
  "elements": ["C", "C", "C", "C", "C", "H", "H", "H", "H", "H", "H", "H", "H", "H", "H"],
  "positions_angstrom": [[-1.138, -0.818, 0.932], [-1.750, 0.330, 0.655], [1.253, 1.604, -1.054], [1.884, 0.906, -0.117], [-0.474, -1.703, -0.082], [-1.113, -1.166, 1.966], [-0.995, -2.665, -0.161], [-1.807, 0.709, -0.364], [-2.223, 0.929, 1.429], [1.734, 1.881, -1.989], [0.225, 1.931, -0.916], [1.386, 0.636, 0.812], [2.912, 0.576, -0.242], [0.563, -1.919, 0.202], [-0.458, -1.232, -1.070]],
  "smiles": "C=CC.C=C",
  "total_charge": 0,
  "homo_lumo_gap_ev": 10.96
}

***

2) {
  "formula": "C5H10",
  "method": "the ωB97M-V functional and the def2-TZVPD basis",
  "elements": ["C", "C", "C", "C", "C", "H", "H", "H", "H", "H", "H", "H", "H", "H", "H"],
  "positions_angstrom": [[-0.977, -0.649, 0.841], [-1.681, 0.383, 0.388], [0.984, 1.574, -0.790], [1.765, 0.737, -0.120], [-0.295, -1.660, -0.033], [-0.889, -0.804, 1.916], [-0.948, -2.534, -0.129], [-1.772, 0.576, -0.680], [-2.174, 1.083, 1.057], [1.034, 1.675, -1.870], [0.228, 2.166, -0.281], [1.664, 0.614, 0.956], [2.505, 0.114, -0.614], [0.654, -2.006, 0.394], [-0.096, -1.268, -1.034]],
  "smiles": "C=CC.C=C",
  "total_charge": 0,
  "homo_lumo_gap_ev": 10.62
}

***

3) {
  "formula": "C5H10",
  "method": "the ωB97M-V functional and the def2-TZVPD basis",
  "elements": ["C", "C", "C", "C", "C", "H", "H", "H", "H", "H", "H", "H", "H", "H", "H"],
  "positions_angstrom": [[1.901, -0.076, 0.276], [0.477, 0.137, 0.701], [-0.482, -0.991, 0.362], [-1.599, -0.095, -0.157], [-0.678, 1.011, -0.641], [2.517, 0.822, 0.363], [2.345, -0.834, 0.941], [1.987, -0.483, -0.747], [0.033, 1.185, 0.633], [-0.083, -1.591, -0.477], [-0.740, -1.687, 1.169], [-2.212, 0.254, 0.682], [-2.252, -0.518, -0.921], [-1.089, 2.039, -0.630], [-0.125, 0.827, -1.554]],
  "total_charge": 0,
  "homo_lumo_gap_ev": 8.92
}

***

4) {
  "formula": "C5H10",
  "method": "the ωB97M-V functional and the def2-TZVPD basis",
  "elements": ["C", "C", "H", "H", "H", "H", "C", "C", "C", "H", "H", "H", "H", "H", "H"],
  "positions_angstrom": [[-3.429, 0.595, -0.414], [-2.752, 0.051, 0.661], [-4.066, 1.529, -0.479], [-3.565, -0.136, -1.326], [-2.085, 0.514, 1.359], [-2.583, -1.206, 0.656], [2.001, -0.447, 1.030], [1.528, -0.143, -0.364], [2.433, 0.358, -1.257], [1.505, -1.230, 1.619], [1.953, 0.506, 1.561], [2.993, -0.854, 1.008], [0.510, -0.294, -0.642], [2.110, 0.740, -2.214], [3.447, 0.018, -1.198]],
  "smiles": "C=CC.C=C",
  "total_charge": 0,
  "homo_lumo_gap_ev": 10.32
}

***

What are the relative energies? In kcal/mol: 1) 0.0; 2) 3.3; 3) 49.7; 4) 43.7.

***

1) {
  "formula": "C2H3ClFI",
  "method": "the ωB97M-V functional and the def2-TZVPD basis",
  "elements": ["C", "C", "F", "Cl", "I", "H", "H", "H"],
  "positions_angstrom": [[0.838, -0.385, -0.223], [-0.550, 0.180, -0.081], [-0.616, 0.734, 1.947], [-0.693, 1.775, -0.640], [-2.275, -0.937, -0.082], [0.807, -1.371, -0.468], [1.256, 0.109, -1.176], [1.232, -0.106, 0.722]],
  "total_charge": 0,
  "homo_lumo_gap_ev": [9.16, 9.16]
}

***

2) {
  "formula": "C2H3ClFI",
  "method": "the ωB97M-V functional and the def2-TZVPD basis",
  "elements": ["C", "C", "F", "Cl", "I", "H", "H", "H"],
  "positions_angstrom": [[0.411, 0.059, -0.599], [-0.550, 0.809, 0.193], [-0.316, 2.130, -0.031], [-2.208, 0.547, -0.119], [2.404, 0.198, 0.081], [0.110, -0.956, -0.594], [0.427, 0.400, -1.620], [-0.204, 1.066, 1.837]],
  "total_charge": 0,
  "homo_lumo_gap_ev": 9.76
}

***

What are the relative energies? In kcal/mol: 1) 3.0; 2) 0.0.

***

1) {
  "formula": "C5H6S2",
  "method": "the ωB97M-V functional and the def2-TZVPD basis",
  "elements": ["C", "C", "C", "C", "C", "H", "H", "H", "H", "H", "H", "S", "S"],
  "positions_angstrom": [[-0.117, 2.868, 0.318], [-0.195, 1.533, 0.519], [-0.534, 0.637, -0.564], [-0.178, -0.700, -0.632], [0.527, -3.110, 0.331], [-0.150, 3.224, -0.689], [0.062, 3.557, 1.108], [-0.107, 1.086, 1.481], [-0.878, 1.161, -1.479], [-0.423, -1.303, -1.520], [-0.247, -3.293, -0.419], [0.656, -1.409, 0.734], [1.583, -4.252, 0.811]],
  "smiles": "C=C/C=C\\SC=S",
  "total_charge": 0,
  "homo_lumo_gap_ev": 7.83
}

***

2) {
  "formula": "C5H6S2",
  "method": "the ωB97M-V functional and the def2-TZVPD basis",
  "elements": ["C", "C", "C", "C", "C", "H", "H", "H", "H", "H", "H", "S", "S"],
  "positions_angstrom": [[0.880, -1.037, 0.591], [0.586, 1.719, 0.345], [-0.708, 1.664, 0.211], [-1.084, -0.878, -0.957], [0.063, -1.415, -0.624], [1.607, -1.792, 0.843], [0.200, -0.880, 1.431], [1.044, 2.679, 0.625], [-1.313, 2.543, 0.419], [-1.630, -1.284, -1.828], [0.386, -2.242, -1.262], [1.868, 0.513, 0.328], [-1.897, 0.409, -0.123]],
  "smiles": "C1=CSC=CSC1",
  "total_charge": 0,
  "homo_lumo_gap_ev": 8.55
}

***

What are the relative energies? In kcal/mol: 1) 15.4; 2) 0.0.

***

1) {
  "formula": "C3H3Br2N",
  "method": "the ωB97M-V functional and the def2-TZVPD basis",
  "elements": ["C", "C", "C", "N", "Br", "Br", "H", "H", "H"],
  "positions_angstrom": [[-0.603, 0.334, -0.313], [-1.590, -0.645, -0.109], [1.698, 0.308, 0.366], [0.642, -0.023, -0.241], [-3.469, -0.331, -0.027], [3.550, -0.371, -0.058], [-0.834, 1.228, -0.776], [-1.151, -1.628, 0.121], [1.758, 1.128, 1.038]],
  "smiles": "Br/C=C/N=C/Br",
  "total_charge": 0,
  "homo_lumo_gap_ev": 8.45
}

***

2) {
  "formula": "C3H3Br2N",
  "method": "the ωB97M-V functional and the def2-TZVPD basis",
  "elements": ["C", "C", "C", "N", "Br", "Br", "H", "H", "H"],
  "positions_angstrom": [[-0.653, -0.915, 0.649], [-0.406, 0.494, 0.192], [0.719, -0.175, -0.631], [0.241, -1.473, -0.088], [-0.242, 1.833, 1.700], [0.754, 0.277, -2.500], [-1.334, -1.358, 1.343], [-1.096, 1.088, -0.522], [2.016, 0.229, -0.144]],
  "total_charge": 0,
  "homo_lumo_gap_ev": 10.48
}

***

What are the relative energies? In kcal/mol: 1) 0.0; 2) 16.1.

***

1) {
  "formula": "CH2N2OS",
  "method": "the ωB97M-V functional and the def2-TZVPD basis",
  "elements": ["C", "N", "N", "O", "S", "H", "H"],
  "positions_angstrom": [[0.840, -0.130, -0.459], [0.978, -1.245, -0.335], [-2.266, 0.159, 0.753], [-1.105, 0.685, 0.493], [-3.455, -0.123, -0.241], [0.662, 0.961, -0.571], [-2.446, -0.007, 1.828]],
  "smiles": "[O-][NH+]=S.C#N",
  "total_charge": 0,
  "homo_lumo_gap_ev": [8.53, 8.50]
}

***

2) {
  "formula": "CH2N2OS",
  "method": "the ωB97M-V functional and the def2-TZVPD basis",
  "elements": ["C", "N", "N", "O", "S", "H", "H"],
  "positions_angstrom": [[0.826, -0.039, -0.207], [-0.855, -1.647, -0.347], [0.117, 0.878, 0.405], [-1.795, -1.044, 0.067], [2.273, -0.516, -0.693], [-0.859, 0.494, 0.305], [0.294, 1.873, 0.469]],
  "total_charge": 0,
  "homo_lumo_gap_ev": [7.10, 7.10]
}

***

What are the relative energies? In kcal/mol: 1) 0.0; 2) 5.8.

***

1) {
  "formula": "C6H18N2O",
  "method": "the ωB97M-V functional and the def2-TZVPD basis",
  "elements": ["C", "C", "C", "C", "C", "C", "H", "H", "H", "H", "H", "H", "H", "H", "H", "H", "H", "H", "H", "H", "N", "N", "O", "H", "H", "H", "H"],
  "positions_angstrom": [[0.389, 0.925, -0.870], [-0.103, -1.162, -0.804], [1.363, 1.133, 0.236], [0.966, 0.974, -2.252], [-0.942, 1.601, -0.728], [-0.683, -2.498, -0.298], [-0.641, -0.969, -1.734], [0.918, -1.383, -1.120], [2.386, 0.908, -0.065], [1.127, 0.471, 1.076], [1.302, 2.158, 0.616], [1.264, 2.006, -2.474], [0.241, 0.672, -3.008], [1.854, 0.349, -2.344], [-0.796, 2.684, -0.841], [-1.394, 1.421, 0.245], [-1.638, 1.281, -1.504], [-1.712, -2.368, 0.034], [-0.104, -2.861, 0.550], [-0.640, -3.237, -1.100], [-0.674, -0.580, 1.859], [-0.981, 0.636, 2.448], [0.462, -1.210, 2.581], [0.066, -1.997, 2.979], [-0.362, -0.644, 0.533], [-1.505, 0.488, 3.310], [-0.162, 1.202, 2.676]],
  "total_charge": 0,
  "homo_lumo_gap_ev": [8.12, 8.12]
}

***

2) {
  "formula": "C6H18N2O",
  "method": "the ωB97M-V functional and the def2-TZVPD basis",
  "elements": ["C", "C", "C", "N", "C", "N", "C", "C", "H", "H", "H", "H", "H", "H", "H", "H", "H", "H", "H", "H", "H", "H", "H", "H", "H", "H", "O"],
  "positions_angstrom": [[1.987, 1.004, -0.067], [1.952, -0.435, -0.804], [0.426, -0.671, -1.213], [-0.088, 0.220, -2.197], [1.008, 1.558, 1.000], [0.335, 0.405, 1.739], [-1.066, 0.488, 2.132], [-1.969, -0.355, 1.111], [3.065, 1.121, 0.277], [2.050, 1.776, -0.802], [2.450, -0.925, -0.086], [2.342, -0.334, -1.796], [0.441, -1.714, -1.497], [-0.367, -0.926, -0.492], [0.480, 0.720, -2.932], [-0.901, 0.677, -1.926], [0.099, 2.045, 0.691], [1.651, 2.152, 1.599], [0.797, -0.457, 1.766], [-1.400, 1.442, 2.296], [-1.070, 0.028, 3.173], [-1.438, -1.221, 0.809], [-1.995, 0.271, 0.288], [-3.069, -0.538, 1.514], [-1.316, -2.148, -2.032], [-2.506, -1.727, -1.235], [-1.896, -2.455, -1.315]],
  "smiles": "CCNCCCCN.O",
  "total_charge": 0,
  "homo_lumo_gap_ev": 8.73
}

***

What are the relative energies? In kcal/mol: 1) 62.3; 2) 0.0.

***

1) {
  "formula": "H3O4PSi",
  "method": "the ωB97M-V functional and the def2-TZVPD basis",
  "elements": ["O", "O", "O", "O", "Si", "P", "H", "H", "H"],
  "positions_angstrom": [[2.369, -1.595, 0.876], [2.106, 0.924, 0.407], [2.613, -0.778, -1.523], [-0.670, -0.662, -0.553], [-1.578, 0.334, 0.118], [2.250, -0.476, -0.104], [-1.668, 1.454, 1.101], [-2.430, 1.117, -0.865], [-2.991, -0.318, 0.543]],
  "total_charge": -2,
  "homo_lumo_gap_ev": 7.97
}

***

2) {
  "formula": "H3O4PSi",
  "method": "the ωB97M-V functional and the def2-TZVPD basis",
  "elements": ["O", "O", "O", "O", "Si", "P", "H", "H", "H"],
  "positions_angstrom": [[-1.298, 1.898, 1.760], [0.233, 4.040, 1.287], [0.810, 1.805, 0.214], [1.318, -4.136, -1.643], [0.417, -2.950, -1.270], [-0.295, 2.754, 0.550], [-1.211, 1.025, 1.512], [0.151, -2.144, -2.436], [-0.125, -2.293, 0.025]],
  "total_charge": -2,
  "homo_lumo_gap_ev": [7.95, 3.39]
}

***

What are the relative energies? In kcal/mol: 1) 0.0; 2) 50.0.